# 1
42
Properties=species:S:1:pos:R:3 method="wB97M-V/def2-TZVPD" e_above_lowest_kj_mol=0.0 total_charge=+2 gap_ev=5.88 total_energy_ev=-84215.9426 lumo_energy_ha=-0.3406
C 1.29619 -0.15891 -2.74519
I 3.15530 0.56609 -2.05276
H 0.84087 0.54394 -3.42957
H 0.77047 -0.20821 -1.78261
H 1.32727 -1.16966 -3.16023
Sc -0.66131 0.14668 1.16135
P -0.20354 2.61726 0.54479
C -1.49348 3.61085 1.36633
C 1.34041 3.26860 1.28580
H 1.43277 4.31898 0.97392
H 0.32840 4.38528 -0.96718
H 2.18887 2.67487 0.91538
H 0.44322 2.79998 -1.79250
H -1.88448 3.09581 2.25602
H 1.26686 3.19456 2.38018
C -0.14826 3.40518 -1.09548
H -1.03064 4.56290 1.65867
H -1.16330 3.53761 -1.48735
H -2.31507 3.79281 0.66046
P -0.03959 -3.17848 0.35508
C -1.42509 -4.07098 1.05289
C 0.18270 -3.72895 -1.32231
H 2.25315 -2.92369 0.98313
H 1.66081 -4.60664 1.23560
H 1.19096 -3.30624 2.39300
C 1.40833 -3.53759 1.33676
H 0.98864 -3.17845 -1.82249
H 0.43528 -4.79870 -1.30239
H -1.23908 -5.15565 0.99396
H -2.33092 -3.82744 0.47973
H -0.75280 -3.60130 -1.88572
H -1.56307 -3.78079 2.10234
C -2.50619 0.69818 0.27389
O -3.56303 1.01998 -0.09510
F -1.47891 -1.30185 5.56353
C -0.96857 -1.23175 4.32983
F 0.22947 -0.57363 4.33724
F -0.72227 -2.50604 3.90038
S -2.25377 -0.35458 3.11787
O -3.43951 -1.20559 3.19479
O -2.28706 1.01693 3.68759
O -0.32161 -1.65050 0.35085

# 2
37
Properties=species:S:1:pos:R:3 method="wB97M-V/def2-TZVPD" e_above_lowest_kj_mol=63.3 total_charge=-1 gap_ev=6.38 total_energy_ev=-27405.2096 lumo_energy_ha=0.0919
Mg -0.09765 0.68059 -0.06603
C -1.71410 -0.59286 3.27468
C -2.22539 -0.86954 1.90801
O -1.57274 -0.08661 0.99028
H -2.14529 -1.32151 3.96116
H -1.99986 0.41373 3.58001
H -0.65973 -0.85872 3.35034
H -3.30604 -0.72782 1.89304
H -2.03174 -1.93273 1.76576
C 2.61080 1.42239 3.01796
C 2.51079 1.78287 1.62644
O 1.50676 1.03586 0.99218
H 2.89729 0.37846 3.14546
H 1.66508 1.52303 3.55049
H 3.26391 2.03236 3.64204
H 3.48889 1.56926 1.19540
H 2.26635 2.84451 1.66208
C -0.34109 3.76168 -2.68929
C -1.36495 2.87694 -2.14812
O -0.88472 2.24696 -1.00772
H -0.56944 4.12842 -3.69001
H 0.62464 3.27791 -2.83564
H -0.20914 4.54871 -1.94681
H -1.73479 2.08702 -2.80184
H -2.21029 3.53081 -1.93372
C -0.69196 -3.30232 -3.57572
O -0.42967 -2.05902 -2.99054
C 0.08588 -1.84275 -1.78412
O 0.36813 -0.73997 -1.38363
O 0.47742 -2.94566 -1.16932
C 1.01265 -2.93338 0.14506
H -0.95484 -4.14821 -2.94054
H 0.22237 -3.67707 -4.03579
H -1.35781 -3.21182 -4.43395
H 1.47015 -3.86650 0.47384
H 0.25036 -2.84109 0.91868
H 1.77976 -2.18392 0.33988

# 3
35
Properties=species:S:1:pos:R:3 method="wB97M-V/def2-TZVPD" e_above_lowest_kj_mol=0.0 gap_ev=3.96 total_energy_ev=-17119.8896 lumo_energy_ha=-0.0010
C -1.89403 -0.91260 -2.88171
C -3.00828 -1.02292 -1.82108
C -2.52934 -1.56177 -0.44720
N -2.41413 -0.43911 0.47584
N -3.57300 -2.47530 0.10996
N -1.24019 -2.21403 -0.56678
H -1.93475 -1.80795 -3.51904
H -2.16799 -0.10342 -3.56899
H -3.83023 -1.68168 -2.12962
H -3.42896 -0.03115 -1.64840
H -3.32572 -0.01270 0.58094
H -2.11822 -0.78403 1.38648
H -3.51676 -3.38213 -0.34069
H -3.39077 -2.61819 1.09892
H -1.15084 -2.83633 0.23509
H -1.21824 -2.79216 -1.39770
C 2.63415 2.73264 3.19249
C 3.31603 1.68072 2.33456
N 2.45206 1.21532 1.25039
C 1.23550 0.57439 1.39839
C 0.79155 0.29172 0.15055
N 1.73094 0.74865 -0.72781
C 2.72644 1.30517 -0.05009
C 1.60670 0.60154 -2.18664
H 1.75877 2.32736 3.69837
H 3.32546 3.09250 3.95260
H 2.31208 3.57876 2.58635
H 3.60266 0.81429 2.93011
H 4.21993 2.08195 1.87979
H 0.81791 0.39039 2.37066
H -0.09778 -0.19369 -0.25504
H 3.60790 1.75042 -0.47621
H 2.43405 0.00233 -2.55958
H 1.61539 1.58449 -2.65161
H 0.65173 0.09652 -2.40330

# 4
32
Properties=species:S:1:pos:R:3 method="wB97M-V/def2-TZVPD" e_above_lowest_kj_mol=200.2 total_charge=+1 gap_ev=10.00 total_energy_ev=-20442.9222 smiles=CCCCP[C@@]1(C)[NH2+][C@@H]1CC lumo_energy_ha=-0.1054
C 3.52625 -1.43124 -0.91363
C 2.53874 -0.41690 -1.42085
C 1.98693 0.43534 -0.12823
C 1.26212 1.72771 -0.58472
P 0.23569 2.48149 0.77045
C -1.17530 1.12487 0.89839
C -1.58648 0.74550 2.24137
N -2.19600 1.53238 -0.14769
C -1.59744 0.23698 -0.33399
C -2.48713 -0.95506 -0.18591
C -1.75768 -2.28508 -0.01853
H 4.59501 -1.13559 -0.65255
H 3.09216 -1.87340 -0.02892
H 3.80543 -2.16376 -1.65348
H 1.65011 -0.81414 -1.88587
H 2.94154 0.31112 -2.07615
H 1.11256 -0.17819 0.23475
H 2.81824 0.57615 0.58723
H 1.81837 2.48845 -1.01942
H 0.56900 1.35155 -1.48495
H 0.97043 2.05742 1.82153
H -1.18319 1.45252 3.04965
H -1.40148 -0.25995 2.39615
H -2.70109 1.09392 2.38644
H -1.96219 2.22380 -0.78965
H -3.19617 1.63314 0.17370
H -0.83494 0.24280 -1.10436
H -3.19326 -0.80803 0.58740
H -3.19639 -1.27413 -0.98081
H -2.47487 -3.12537 -0.08730
H -1.10155 -2.45994 1.01401
H -0.87740 -2.53438 -0.66404

# 5
32
Properties=species:S:1:pos:R:3 method="wB97M-V/def2-TZVPD" e_above_lowest_kj_mol=26.1 gap_ev="6.42 / 8.45" total_energy_ev=-19035.3249 spin_multiplicity=3 lumo_energy_ha="0.0363 / -0.0205"
C 2.77423 -0.27574 -2.29693
C 1.62300 0.39483 -2.44505
C 2.31739 0.03569 1.11002
C -0.02706 -2.43385 0.43986
C -2.33548 -1.86992 -0.42231
C -1.87146 2.92533 -0.91415
C 1.20735 0.42661 2.13594
C 0.02592 1.16597 1.52164
C -1.12108 -1.42146 0.43492
N -2.02032 1.48548 -0.65890
Si -0.75129 0.35327 0.02444
H 3.65485 -0.12161 -2.90154
H 2.62463 -1.00955 -1.56662
H 1.37551 1.32375 -2.84504
H 2.72497 -0.90979 1.48256
H 1.72705 -0.30391 0.17975
H 3.13355 0.78491 0.89693
H 0.58360 -2.46939 1.38185
H -0.67128 -3.31672 0.45824
H 0.70678 -2.45768 -0.43159
H -2.97730 -2.69828 -0.03282
H -2.13127 -2.18015 -1.45607
H -3.03654 -1.00438 -0.47760
H -1.46999 3.27936 0.04776
H -1.12848 3.17149 -1.73848
H -2.87790 3.33314 -1.04674
H 0.93577 -0.48903 2.58263
H 1.62564 1.12327 2.97300
H 0.36233 2.13289 1.22527
H -0.86947 1.31796 2.32611
H -1.47050 -1.31263 1.42108
H -2.64315 1.02016 -1.40818

# 6
34
Properties=species:S:1:pos:R:3 method="wB97M-V/def2-TZVPD" total_charge=-1 gap_ev=7.34 total_energy_ev=-74616.2530 lumo_energy_ha=0.1321
C 3.64272 0.14041 0.15612
C 2.90698 -0.88724 -0.72432
C 1.58085 -0.38730 -1.33364
O 0.51563 -1.09294 -0.78941
As -1.23303 -0.44018 -1.25715
C -1.90311 -1.56133 0.30144
C -1.44251 -1.13756 1.68958
C -1.49207 -2.33113 2.66557
C -0.98230 1.26606 -0.09205
C -0.91208 2.41256 -1.05611
C -0.89899 3.97322 -0.42656
O 0.24003 3.07208 -1.09192
H 4.68874 0.20751 -0.13292
H 3.64619 -0.18116 1.19443
H 3.18509 1.12333 0.11652
H 2.64355 -1.73434 -0.09817
H 3.56319 -1.27739 -1.49902
H 1.63531 -0.51823 -2.42128
H 1.50785 0.68754 -1.13250
H -0.63907 0.33160 -2.50204
H -1.46173 -1.70543 -2.19768
H -2.68851 0.08646 -1.64097
H -1.43555 -2.52702 0.11368
H -2.98570 -1.66558 0.24934
H -2.05161 -0.32401 2.07552
H -0.40140 -0.83749 1.62518
H -0.62497 -2.95604 2.46631
H -1.50453 -2.02766 3.70911
H -2.36147 -2.94302 2.43161
H -1.85061 1.43771 0.53515
H -0.04061 1.27727 0.44595
H -1.50466 2.31202 -1.95594
H -0.19630 4.67962 0.01474
H -1.14533 3.52770 0.56145

# 7
37
Properties=species:S:1:pos:R:3 method="wB97M-V/def2-TZVPD" total_charge=+2 gap_ev="8.41 / 5.56" total_energy_ev=-81304.8991 spin_multiplicity=5 lumo_energy_ha="-0.2528 / -0.4286"
C -0.21236 -3.61486 -2.48815
I 1.29181 -2.25100 -1.72364
H -1.22152 -3.31790 -2.17931
H 0.06057 -4.59279 -2.08462
H -0.09431 -3.58637 -3.57357
Co -0.00268 -0.48014 -0.89049
P -0.10103 1.12249 -2.27761
C 1.48264 1.58169 -3.02640
C -1.27509 0.74110 -3.60644
H -1.58308 2.41137 -0.87960
H -0.89848 3.39260 -2.22104
H 0.10630 3.00222 -0.78816
C -0.68011 2.63570 -1.45937
H -2.27817 0.66582 -3.17376
H -1.23835 1.53790 -4.35610
H 1.29591 2.31365 -3.81930
H 1.96662 0.69333 -3.44515
H -1.01297 -0.22071 -4.06067
H 2.12962 2.02261 -2.25888
C 1.37924 0.28017 -0.12551
O 2.32979 0.71095 0.40433
Cl -2.13043 -0.60481 -0.53926
C -0.96354 -0.08839 3.25896
C 0.27665 -0.57824 2.55153
O 0.10019 -1.58362 1.55192
C -0.87691 -2.59895 1.82733
C -0.25613 -3.75198 2.57615
H -1.70691 0.26352 2.54185
H -0.65342 0.75344 3.87805
H -1.37945 -0.85778 3.90575
H 0.72331 0.29031 2.04894
H 1.04518 -0.96683 3.23827
H -1.73463 -2.17904 2.38283
H -1.25202 -2.91795 0.84312
H -0.06588 -3.47381 3.61639
H -0.94446 -4.59548 2.57975
H 0.67357 -4.05922 2.09248

# 8
34
Properties=species:S:1:pos:R:3 method="wB97M-V/def2-TZVPD" e_above_lowest_kj_mol=177.1 total_charge=+1 gap_ev=8.77 total_energy_ev=-14150.7149 smiles="C=C(CC)N(C)CC[N@@H+](C)CN" lumo_energy_ha=-0.0941
C -1.73332 -1.36459 0.99963
C -1.27335 -0.08847 0.80451
C -2.14116 0.82519 -0.08437
C -3.68725 0.85625 0.18022
N -0.09820 0.35453 1.30211
C 0.20034 1.71376 1.67138
C 0.92890 -0.60873 1.73406
C 1.78464 -1.23381 0.54638
N 1.92827 -0.26742 -0.50618
C 3.18179 -0.17985 -1.33330
C 0.72867 -0.49127 -1.48888
N 0.49800 0.53975 -2.32779
H -2.67827 -1.65604 0.50874
H -1.25281 -2.26122 1.40615
H -1.62668 1.85472 0.06297
H -1.88808 0.33312 -1.09047
H -3.85997 -0.13738 0.72961
H -4.23995 0.66455 -0.71538
H -3.93632 1.69411 0.74061
H 1.19792 1.91981 1.79595
H -0.16862 2.39556 0.91681
H -0.32922 1.96765 2.57208
H 0.41634 -1.46805 2.13640
H 1.61780 -0.22571 2.42854
H 2.85642 -1.54218 1.02042
H 1.20244 -2.16090 0.08692
H 1.74158 0.69691 0.04953
H 2.85815 0.55222 -2.07308
H 4.00454 0.13117 -0.68423
H 3.31532 -1.06501 -1.92144
H 0.95376 -1.43751 -2.08797
H -0.19879 -0.72857 -0.88694
H 1.09123 0.76314 -3.10323
H -0.41452 1.11612 -2.24321